The following is a quantum chemistry calculation of a 15-piece molecular cluster, C24H81N3O21 overall in a non-equilibrium geometry, from OMol25.

Structure (XYZ):
```
129
C24H81N3O21 | OMol25 | the ωB97M-V functional and the def2-TZVPD basis
C 1.018 4.828 -1.634
C -0.433 4.498 -1.623
O -0.678 3.058 -1.647
O 1.660 4.257 -0.533
H 1.143 5.897 -1.491
H 1.485 4.496 -2.575
H -0.912 4.935 -2.519
H -0.877 4.873 -0.668
H -0.689 2.861 -0.721
H 2.415 3.695 -0.830
C 0.034 2.554 -5.535
C 1.010 1.730 -4.723
O 1.347 2.352 -3.451
O 0.429 3.885 -5.662
H -1.007 2.556 -5.162
H -0.044 2.087 -6.514
H 1.989 1.622 -5.227
H 0.585 0.749 -4.571
H 0.471 2.496 -2.992
H 1.286 4.039 -5.236
C -5.071 -1.198 0.812
C -5.980 -1.726 -0.247
O -6.396 -3.004 0.136
O -4.640 0.119 0.538
H -4.240 -1.909 0.971
H -5.586 -1.122 1.758
H -5.465 -1.716 -1.217
H -6.818 -1.021 -0.441
H -6.700 -3.490 -0.641
H -3.666 0.129 0.635
C -4.047 1.865 -1.896
C -5.368 2.639 -1.949
O -5.032 4.004 -1.635
O -3.112 2.525 -2.710
H -4.160 0.798 -2.151
H -3.691 1.887 -0.870
H -6.097 2.211 -1.282
H -5.771 2.540 -2.940
H -4.205 4.225 -2.085
H -2.199 2.453 -2.401
C 3.743 0.515 2.638
C 2.689 1.571 2.367
O 1.781 1.254 1.225
O 3.082 -0.769 2.945
H 4.209 0.808 3.602
H 4.404 0.491 1.823
H 3.181 2.501 2.158
H 2.112 1.755 3.263
H 0.971 0.811 1.443
H 3.049 -1.340 2.142
C 3.502 -0.923 -2.895
C 3.036 0.188 -1.977
O 3.508 -0.070 -0.647
O 2.986 -2.203 -2.491
H 4.580 -1.014 -2.859
H 3.160 -0.611 -3.893
H 1.922 0.226 -1.923
H 3.402 1.173 -2.340
H 2.917 0.365 -0.026
H 2.184 -2.116 -1.964
O 5.111 -3.767 -1.738
H 4.341 -3.266 -2.116
H 5.512 -4.140 -2.536
O 0.383 -0.084 3.350
H 1.254 -0.540 3.334
H -0.187 -0.505 3.984
O -2.110 -5.281 -2.789
H -2.688 -4.901 -2.109
H -1.702 -4.544 -3.245
O -0.572 2.492 1.032
H 0.338 2.789 1.097
H -1.081 2.945 1.709
O 1.576 -4.801 -3.860
H 2.223 -4.139 -4.110
H 1.972 -5.674 -3.718
O 3.895 -2.582 0.736
H 4.833 -2.526 0.949
H 3.816 -2.012 -0.044
C -1.781 6.187 2.691
C -2.926 5.536 1.968
C -3.330 4.220 2.623
O -2.227 3.455 3.042
C -2.689 2.259 3.641
N -4.096 6.270 1.826
H -1.035 5.439 2.791
H -2.144 6.324 3.786
H -1.466 7.183 2.383
H -2.565 5.220 0.975
H -4.013 3.727 1.940
H -3.886 4.436 3.552
H -1.982 1.873 4.406
H -2.790 1.468 2.891
H -3.598 2.414 4.167
H -3.864 7.132 1.263
H -4.749 5.629 1.276
C -0.831 -0.480 -1.755
C -1.108 -1.245 -0.446
C 0.146 -1.884 0.013
O 0.670 -2.706 -1.043
C 1.290 -3.939 -0.703
N -1.705 -0.190 0.513
H -0.134 0.323 -1.599
H -1.753 0.019 -2.099
H -0.512 -1.140 -2.534
H -1.818 -2.036 -0.524
H -0.043 -2.345 0.974
H 0.888 -1.160 0.246
H 0.454 -4.643 -0.557
H 1.854 -3.859 0.222
H 1.760 -4.302 -1.609
H -1.628 -0.535 1.488
H -1.148 0.657 0.364
C 1.986 -4.647 4.460
C 3.458 -4.798 3.928
C 3.479 -5.273 2.549
O 2.895 -6.523 2.415
C 3.074 -7.086 1.109
N 4.097 -3.476 3.979
H 1.349 -5.417 4.092
H 1.667 -3.672 4.114
H 2.024 -4.608 5.530
H 4.053 -5.547 4.511
H 4.517 -5.244 2.316
H 2.971 -4.579 1.870
H 2.456 -7.939 1.112
H 4.053 -7.359 0.783
H 2.824 -6.397 0.318
H 4.915 -3.672 4.569
H 3.616 -2.822 4.583
```

- LUMO (eV) = 0.26
- HOMO energy (hartree) = -0.34303

Löwdin atomic charge list, values in e, 99 entries: -0.27, -0.17, -0.12, -0.06, 0.12, 0.11, 0.14, 0.12, 0.02, 0.11, -0.26, -0.21, -0.13, -0.06, 0.13, 0.11, 0.13, 0.11, 0.07, 0.09, -0.27, -0.29, -0.05, -0.11, 0.12, 0.11, 0.12, 0.13, 0.09, 0.03, -0.26, -0.20, -0.08, -0.09, 0.11, 0.10, 0.11, 0.10, 0.07, 0.03, -0.17, -0.17, -0.11, -0.12, 0.14, 0.10, 0.11, 0.11, 0.02, 0.06, -0.18, -0.21, -0.08, -0.10, 0.12, 0.12, 0.11, 0.12, 0.03, 0.05, -0.09, 0.00, 0.03, -0.06, 0.02, 0.04, -0.06, 0.03, 0.02, -0.04, 0.05, 0.03, -0.05, 0.02, 0.05, -0.06, 0.07, 0.02, -0.04, -0.54, -0.21, -0.22, -0.08, 0.03, 0.05, 0.12, 0.08, 0.12, 0.13, 0.14, 0.10, 0.08, 0.08, 0.11, 0.11, -0.03, -0.34, -0.19, -0.21

The following is a quantum chemistry calculation of C18H41FN2O12Si2 as an isolated structure, from OMol25.

Structure (XYZ):
```
76
C18H41FN2O12Si2 | OMol25 | the ωB97M-V functional and the def2-TZVPD basis
C 0.434 -3.741 2.061
C 0.603 -2.795 0.900
O -0.069 -3.338 -0.222
C -0.134 -2.472 -1.342
C -1.593 -2.191 -1.701
Si -2.561 -1.458 -0.312
O -2.287 0.165 -0.166
Si -2.073 1.010 1.219
O -3.062 0.386 2.423
N -2.377 -0.437 3.395
O -3.096 -1.212 3.855
C -4.436 -1.676 -0.677
O -4.946 -1.162 -1.622
N -5.229 -2.557 0.186
C -5.202 -3.887 -0.130
O -4.899 -4.391 -1.155
F -5.524 -4.616 0.963
H 1.052 -3.426 2.905
H -0.608 -3.779 2.385
H 0.730 -4.749 1.768
H 0.184 -1.805 1.143
H 1.665 -2.645 0.662
H 0.365 -2.941 -2.193
H 0.403 -1.538 -1.130
H -2.080 -3.131 -1.987
H -1.634 -1.534 -2.575
H -2.279 -2.114 0.983
H -0.670 0.916 1.652
H -2.481 2.399 0.989
H -5.124 -2.383 1.180
C 4.007 -0.591 -7.025
O 2.710 -1.130 -7.128
C 2.558 -2.426 -6.585
C 1.287 -2.558 -5.777
O 1.287 -1.838 -4.555
C 1.143 -0.428 -4.592
C -0.236 0.067 -4.969
O -0.524 -0.150 -6.333
C -1.842 -0.570 -6.604
H 4.680 -1.001 -7.786
H 3.927 0.485 -7.174
H 4.442 -0.778 -6.037
H 3.416 -2.684 -5.954
H 2.507 -3.161 -7.400
H 1.220 -3.607 -5.477
H 0.413 -2.323 -6.387
H 1.905 0.042 -5.218
H 1.311 -0.110 -3.559
H -0.269 1.144 -4.750
H -0.984 -0.423 -4.335
H -2.190 -1.302 -5.867
H -1.841 -1.037 -7.588
H -2.543 0.272 -6.616
C 2.275 6.396 3.919
O 2.488 5.071 4.348
C 3.007 4.946 5.658
C 2.308 3.857 6.440
O 0.966 4.156 6.782
C -0.028 4.010 5.784
C -0.449 2.581 5.524
O 0.570 1.836 4.879
C 0.772 0.539 5.400
H 3.208 6.879 3.607
H 1.600 6.358 3.064
H 1.813 7.002 4.705
H 2.919 5.894 6.200
H 4.073 4.685 5.607
H 2.829 3.780 7.398
H 2.395 2.898 5.926
H 0.253 4.502 4.851
H -0.906 4.522 6.189
H -1.345 2.610 4.888
H -0.725 2.105 6.471
H 0.649 0.535 6.487
H 1.792 0.234 5.167
H 0.078 -0.189 4.967
```

- LUMO (eV) = -0.54
- HOMO energy (hartree) = -0.34029

Computed Löwdin charges, given in elementary charges: -0.07, -0.30, -0.18, -0.26, -0.19, 0.59, -0.34, 0.46, -0.27, -0.06, 0.08, -0.41, 0.12, 0.13, -0.57, 0.16, 0.10, 0.08, 0.07, 0.08, 0.10, 0.13, 0.12, 0.12, 0.10, 0.07, 0.03, 0.00, -0.01, 0.14, -0.11, -0.19, -0.20, -0.18, -0.13, -0.18, -0.20, -0.19, -0.11, 0.09, 0.09, 0.09, 0.12, 0.13, 0.13, 0.12, 0.12, 0.12, 0.13, 0.10, 0.09, 0.09, 0.09, -0.11, -0.19, -0.20, -0.18, -0.12, -0.19, -0.20, -0.20, -0.11, 0.09, 0.09, 0.09, 0.12, 0.13, 0.13, 0.12, 0.12, 0.13, 0.12, 0.12, 0.09, 0.09, 0.07